Version one
The following is a quantum chemistry calculation of 2 unconnected molecules or ions with the total composition C2H4FN, from the Open Molecules 2025 dataset.

Results
* E_HOMO: -10.3 eV
* orbital gap: 0.412 Eh
* charge: 0

Bonds (Å) are listed after each position.
CARTESIAN COORDINATES (ANGSTROEM)
1 C -0.172 1.272 0.238  N3 1.237, F4 1.316
2 C 0.228 -0.995 -0.342  N3 1.457, H6 1.043, H7 1.127, H8 1.145
3 N 0.113 0.431 -0.622  C1 1.237, C2 1.457
4 F -0.503 2.499 -0.103  C1 1.316
5 H -0.575 1.016 1.740  no bonds
6 H 1.240 -1.093 -0.576  C2 1.043
7 H -0.312 -1.710 -1.027  C2 1.127
8 H -0.019 -1.420 0.692  C2 1.145



Version two
The following is a quantum chemistry calculation of 2 unconnected molecules or ions with the total composition C2H4FN, from the Open Molecules 2025 dataset.

Results
* E_HOMO: -11.1 eV
* orbital gap: 0.405 Eh
* charge: 0

Bonds (Å) are listed after each position.
CARTESIAN COORDINATES (ANGSTROEM)
1 C -0.091 0.357 -0.294  C2 1.526, N3 1.212, F4 1.457
2 C 0.162 -0.860 0.591  C1 1.526, H5 1.039, H6 1.135, H7 1.173
3 N 0.650 0.844 -1.120  C1 1.212
4 F -1.251 1.058 0.241  C1 1.457
5 H 1.149 -0.825 0.915  C2 1.039
6 H 0.080 -1.697 -0.173  C2 1.135
7 H -0.617 -1.014 1.454  C2 1.173
8 H -0.082 2.138 -1.615  no bonds



It turns out version one is the most stable, with the second structure 0.148 eV higher.



Version one
The following is a quantum chemistry calculation of a gas-phase ion, C4H11FN3 (charge +1), from the Open Molecules 2025 dataset.

Results
* SMILES: C[C@@]1(F)[C@H](N)[NH2+][C@@H]1N
* E_HOMO: -13.7 eV
* orbital gap: 0.382 Eh
* charge: +1

Bonds (Å) are listed after each position.
CARTESIAN COORDINATES (ANGSTROEM)
1 C 0.114 1.391 -1.575  C2 1.567, H9 1.106, H10 1.064, H11 1.123
2 C 0.324 0.634 -0.220  C1 1.567, F3 1.344, C4 1.829, C7 1.468
3 F 1.242 1.257 0.537  C2 1.344
4 C -1.233 0.221 0.646  C2 1.829, N5 1.370, N6 1.575, H12 1.001
5 N -1.398 0.993 1.765  C4 1.370, H13 1.100, H14 0.977
6 N -0.484 -1.160 0.760  C4 1.575, C7 1.581, H15 1.048, H16 1.058
7 C 0.636 -0.799 -0.295  C2 1.468, N6 1.581, N8 1.410, H17 1.067
8 N 1.864 -1.319 0.161  C7 1.410, H18 0.996, H19 1.014
9 H 1.060 1.798 -1.979  C1 1.106
10 H -0.359 0.717 -2.249  C1 1.064
11 H -0.599 2.256 -1.494  C1 1.123
12 H -2.048 0.181 0.068  C4 1.001
13 H -2.440 1.023 2.116  N5 1.100
14 H -0.734 1.174 2.458  N5 0.977
15 H -0.133 -1.285 1.740  N6 1.048
16 H -1.137 -1.856 0.302  N6 1.058
17 H 0.140 -1.181 -1.158  C7 1.067
18 H 2.370 -0.592 0.617  N8 0.996
19 H 2.337 -1.892 -0.529  N8 1.014



Version two
The following is a quantum chemistry calculation of 2 unconnected molecules or ions with the total composition C4H11FN3, from the Open Molecules 2025 dataset.

Results
* E_HOMO: -13.2 eV
* orbital gap: 0.352 Eh
* charge: +1

Bonds (Å) are listed after each position.
CARTESIAN COORDINATES (ANGSTROEM)
1 C 1.071 0.352 0.026  C4 1.346, N5 1.395, H9 1.157
2 C 0.602 -0.764 -2.185  C4 1.428, H10 1.060, H11 1.113, H12 1.093
3 C -1.355 0.391 0.298  N6 1.371, N7 1.303, H13 1.031
4 C 0.672 -0.665 -0.761  C1 1.346, C2 1.428, F8 1.461
5 N 1.302 0.341 1.402  C1 1.395, H14 1.000, H17 0.981
6 N -1.598 -0.740 1.034  C3 1.371, H15 0.999, H16 1.000
7 N -1.272 1.519 0.943  C3 1.303, H18 1.014, H19 1.025
8 F 0.365 -1.994 -0.239  C4 1.461
9 H 1.238 1.441 -0.330  C1 1.157
10 H -0.331 -0.461 -2.586  C2 1.060
11 H 1.371 -0.061 -2.578  C2 1.113
12 H 0.777 -1.799 -2.487  C2 1.093
13 H -1.846 0.478 -0.605  C3 1.031
14 H 1.749 1.204 1.635  N5 1.000
15 H -1.153 -0.829 1.924  N6 0.999
16 H -1.628 -1.649 0.616  N6 1.000
17 H 1.734 -0.476 1.732  N5 0.981
18 H -0.796 1.461 1.836  N7 1.014
19 H -0.903 2.251 0.326  N7 1.025



It turns out version two is the most stable, with the second structure 0.443 eV higher.



Version one
The following is a quantum chemistry calculation of C5H5NS in the gas phase, from the Open Molecules 2025 dataset.

Results
* SMILES: S/C=C1\C=CC=N1
* E_HOMO: -8.7 eV
* orbital gap: 0.298 Eh
* charge: 0

Bonds (Å) are listed after each position.
CARTESIAN COORDINATES (ANGSTROEM)
1 S 2.504 0.150 -0.002  C2 1.695, H8 1.328
2 C 1.062 -0.741 -0.013  S1 1.695, C3 1.373, H9 1.052
3 C -0.220 -0.250 -0.003  C2 1.373, C4 1.448, N7 1.489
4 C -0.769 1.090 -0.019  C3 1.448, C5 1.411, H10 1.062
5 C -2.175 0.969 -0.004  C4 1.411, C6 1.430, H11 1.065
6 C -2.397 -0.443 0.039  C5 1.430, N7 1.288, H12 1.157
7 N -1.361 -1.207 -0.016  C3 1.489, C6 1.288
8 H 1.898 1.331 -0.023  S1 1.328
9 H 1.142 -1.786 0.077  C2 1.052
10 H -0.178 1.939 0.220  C4 1.062
11 H -2.944 1.696 -0.125  C5 1.065
12 H -3.466 -0.882 -0.011  C6 1.157



Version two
The following is a quantum chemistry calculation of C5H5NS in the gas phase, from the Open Molecules 2025 dataset.

Results
* SMILES: C#C/C(C=S)=C/N
* E_HOMO: -8.1 eV
* orbital gap: 0.289 Eh
* charge: 0

Bonds (Å) are listed after each position.
CARTESIAN COORDINATES (ANGSTROEM)
1 C 1.660 2.178 1.773  C2 1.213, H8 1.089
2 C 1.037 1.316 1.189  C1 1.213, C3 1.451
3 C 0.242 0.305 0.515  C2 1.451, C4 1.419, C6 1.405
4 C -0.016 0.534 -0.862  C3 1.419, S5 1.653, H9 1.103
5 S -0.771 -0.408 -1.991  C4 1.653
6 C -0.131 -0.853 1.216  C3 1.405, N7 1.326, H10 1.106
7 N -0.734 -1.896 0.662  C6 1.326, H11 1.027, H12 1.033
8 H 2.272 2.935 2.262  C1 1.089
9 H 0.335 1.526 -1.189  C4 1.103
10 H 0.012 -0.905 2.312  C6 1.106
11 H -1.004 -2.729 1.199  N7 1.027
12 H -0.894 -1.894 -0.358  N7 1.033



Version three
The following is a quantum chemistry calculation of C5H5NS in the gas phase, from the Open Molecules 2025 dataset.

Results
* SMILES: C#C[C@@H]1CN1C=S
* E_HOMO: -9.0 eV
* orbital gap: 0.330 Eh
* charge: 0

Bonds (Å) are listed after each position.
CARTESIAN COORDINATES (ANGSTROEM)
1 C 3.136 -1.833 -0.260  C2 1.211, H8 1.158
2 C 1.975 -1.487 -0.282  C1 1.211, C3 1.474
3 C 0.583 -1.011 -0.204  C2 1.474, C4 1.480, N5 1.434, H9 1.132
4 C -0.091 -0.105 -1.161  C3 1.480, N5 1.485, H10 1.047, H11 1.124
5 N 0.288 0.331 0.207  C3 1.434, C4 1.485, C6 1.387
6 C -0.820 0.691 0.960  N5 1.387, S7 1.617, H12 1.096
7 S -2.097 1.483 0.366  C6 1.617
8 H 4.179 -2.262 -0.523  C1 1.158
9 H -0.115 -1.750 0.292  C3 1.132
10 H -1.122 -0.206 -1.309  C4 1.047
11 H 0.494 0.233 -2.060  C4 1.124
12 H -0.589 0.410 1.994  C6 1.096



Version four
The following is a quantum chemistry calculation of C5H5NS in the gas phase, from the Open Molecules 2025 dataset.

Results
* SMILES: CC1=CC(=S)N=C1
* E_HOMO: -9.1 eV
* orbital gap: 0.276 Eh
* charge: 0

Bonds (Å) are listed after each position.
CARTESIAN COORDINATES (ANGSTROEM)
1 C -2.885 -0.582 -0.002  C2 1.497, H8 1.096, H9 1.096, H10 1.054
2 C -1.445 -0.171 0.000  C1 1.497, C3 1.346, C7 1.485
3 C -0.322 -0.914 0.003  C2 1.346, C4 1.489, H11 1.096
4 C 0.825 0.035 -0.005  C3 1.489, S5 1.607, N6 1.432
5 S 2.390 -0.330 0.002  C4 1.607
6 N 0.312 1.372 -0.001  C4 1.432, C7 1.291
7 C -0.971 1.236 -0.002  C2 1.485, N6 1.291, H12 1.076
8 H -3.400 -0.180 0.877  C1 1.096
9 H -2.982 -1.674 -0.011  C1 1.096
10 H -3.381 -0.183 -0.842  C1 1.054
11 H -0.245 -2.007 -0.017  C3 1.096
12 H -1.626 2.090 0.002  C7 1.076



It turns out version four is the most stable, with the second structure 0.380 eV higher.



Version one
The following is a quantum chemistry calculation of 2 unconnected molecules or ions with the total composition C6H13NO, from the Open Molecules 2025 dataset.

Results
* E_HOMO (alpha / beta): -13.2 / -14.3 eV
* orbital gap (alpha / beta): 0.350 / 0.282 Eh
* 2S+1: 2
* charge: +1

Bonds (Å) are listed after each position.
CARTESIAN COORDINATES (ANGSTROEM)
1 C 2.884 -2.398 0.259  N2 1.451, H8 1.146, H9 1.085, H10 1.093
2 N 1.915 -1.493 0.849  C1 1.451, C3 1.348, H11 1.026
3 C 0.982 -0.871 0.102  N2 1.348, C4 1.346, H12 1.103
4 C 0.335 0.262 0.429  C3 1.346, C5 1.451, H13 1.097
5 C -0.636 0.892 -0.448  C4 1.451, C6 1.336, H14 1.090
6 C -1.417 0.219 -1.298  C5 1.336, C7 1.496, H15 1.083
7 C -2.502 0.880 -2.087  C6 1.496, H16 1.108, H17 1.120, H18 1.107
8 H 2.597 -2.696 -0.810  C1 1.146
9 H 2.919 -3.260 0.917  C1 1.085
10 H 3.907 -2.030 0.373  C1 1.093
11 H 2.013 -1.295 1.850  N2 1.026
12 H 0.841 -1.366 -0.875  C3 1.103
13 H 0.437 0.727 1.417  C4 1.097
14 H -0.650 1.978 -0.354  C5 1.090
15 H -1.470 -0.845 -1.494  C6 1.083
16 H -3.100 0.210 -2.736  C7 1.108
17 H -3.406 1.225 -1.523  C7 1.120
18 H -2.010 1.770 -2.524  C7 1.107
19 H -0.665 2.403 2.208  O21 0.965
20 H -1.856 3.111 2.705  O21 0.969
21 O -1.120 2.577 3.041  H19 0.965, H20 0.969



Version two
The following is a quantum chemistry calculation of a gas-phase ion, C6H13NO (charge +1), from the Open Molecules 2025 dataset.

Results
* E_HOMO (alpha / beta): -15.5 / -15.5 eV
* orbital gap (alpha / beta): 0.447 / 0.251 Eh
* 2S+1: 2
* charge: +1

Bonds (Å) are listed after each position.
CARTESIAN COORDINATES (ANGSTROEM)
1 C 0.999 -3.151 -0.001  C2 1.554, H9 1.078, H10 1.108, H11 1.088
2 C 1.153 -1.760 0.675  C1 1.554, N3 1.424, H12 1.093, H13 1.091
3 N 0.061 -0.940 0.271  C2 1.424, C4 1.442, H14 1.026
4 C 0.275 0.403 -0.209  N3 1.442, C5 1.499, O8 1.198
5 C -0.948 1.249 -0.393  C4 1.499, C6 1.504, C7 1.522, H15 1.115
6 C -2.011 1.089 0.659  C5 1.504, H16 1.102, H17 1.099, H18 1.083
7 C -0.643 2.715 -0.669  C5 1.522, H19 1.097, H20 1.099, H21 1.080
8 O 1.396 0.683 -0.527  C4 1.198
9 H 0.856 -3.156 -1.070  C1 1.078
10 H 0.092 -3.609 0.440  C1 1.108
11 H 1.728 -3.798 0.482  C1 1.088
12 H 1.261 -1.833 1.760  C2 1.093
13 H 2.119 -1.362 0.361  C2 1.091
14 H -0.876 -1.193 0.606  N3 1.026
15 H -1.264 0.812 -1.369  C5 1.115
16 H -1.626 1.628 1.539  C6 1.102
17 H -2.222 0.126 1.144  C6 1.099
18 H -2.987 1.474 0.389  C6 1.083
19 H -0.225 2.839 -1.675  C7 1.097
20 H 0.270 3.082 -0.182  C7 1.099
21 H -1.532 3.305 -0.503  C7 1.080



It turns out version one is the most stable, with the second structure 0.170 eV higher.